Below is a structure of composition C4H3InO2 in a non-equilibrium geometry, with properties calculated with ωB97M-V/def2-TZVPD.

Output
HOMO energy (alpha / beta) = -30.79 / -29.29 eV
Gap between HOMO and LUMO (alpha / beta) = 7.8887 / 5.7107 eV
LUMO level (alpha / beta) = -22.899 / -23.584 eV

```
! wB97M-V def2-TZVPD RIJCOSX def2/J DEFGRID3
* xyz 4 1
H 0.083 0.968 1.194
O 0.411 2.631 0.087
C 0.043 1.442 0.166
C -0.166 0.543 -0.963
C -0.365 -0.745 -0.686
C -0.411 -1.870 -0.088
O -0.205 -2.698 0.737
In -0.693 -3.975 1.950
H 1.228 2.808 -0.423
H 0.076 0.895 -1.973
*
```

=====

Below is a structure of composition C4H3KO in a non-equilibrium geometry, with properties calculated with ωB97M-V/def2-TZVPD.

Output
HOMO energy (alpha / beta) = -5.43 / -5.43 eV
Gap between HOMO and LUMO (alpha / beta) = 3.8385 / 3.8372 eV
LUMO level (alpha / beta) = -1.591 / -1.591 eV

```
! wB97M-V def2-TZVPD RIJCOSX def2/J DEFGRID3
* xyz 0 1
C 1.357 2.396 -0.364
C 1.995 1.274 -0.624
H 0.397 2.545 -0.893
H 2.776 0.796 -0.020
C 1.490 -0.010 -1.779
C 0.320 -0.507 -1.555
O -0.622 -0.811 -0.866
K -1.852 -0.537 1.813
H 2.254 -0.533 -2.352
*
```